The following is a DFT calculation (ωB97M-V/def2-TZVPD) of C35H52F5N5OPRuTe2 as an isolated structure.

```
102
Properties=species:S:1:pos:R:3:forces:R:3:mulliken_charge:R:1
Ru -1.50051 -0.20756 0.35440 -0.195 0.373 0.298 0.47
N -3.20295 -1.22345 0.83180 0.015 -0.353 0.185 -0.30
C -3.90959 -2.05232 1.20805 -0.161 0.025 -0.193 0.50
C -4.78933 -3.07322 1.65606 0.063 0.027 0.055 0.34
C -4.44105 -3.80075 2.80131 -0.011 -0.025 -0.026 -0.35
C -5.28945 -4.79856 3.23906 -0.002 0.024 0.009 -0.74
C -6.46212 -5.06757 2.54043 0.009 -0.007 0.010 -0.37
C -6.80028 -4.34385 1.40211 -0.012 0.010 -0.004 -0.73
C -5.96768 -3.33872 0.95015 -0.010 0.032 -0.010 -0.36
H -3.52153 -3.58226 3.32800 -0.010 0.001 0.015 0.48
H -5.04286 -5.36527 4.12587 0.003 -0.014 -0.009 0.43
H -7.11976 -5.85318 2.88779 -0.009 0.008 0.001 0.44
H -7.71655 -4.56218 0.87186 0.007 -0.012 -0.007 0.43
H -6.21572 -2.77000 0.06409 -0.012 0.004 0.007 0.47
C -5.51778 2.67441 0.08633 -0.006 -0.043 0.018 -1.41
C -4.61918 1.45093 0.28411 -0.039 0.114 0.064 -0.50
P -2.88204 1.69937 -0.20619 0.029 0.060 -0.273 1.52
C -2.35533 3.27957 0.52411 0.235 -0.071 -0.028 -0.80
C -0.89489 3.63427 0.21921 -0.022 0.011 0.008 -1.22
C -3.01977 1.99869 -2.01227 0.071 -0.131 -0.020 -0.99
C -1.76984 1.73561 -2.83250 0.000 0.031 0.046 -0.66
H -6.55220 2.40008 0.28718 -0.002 0.010 -0.001 0.43
H -5.47581 3.05504 -0.93415 -0.004 0.005 -0.001 0.34
H -5.25705 3.48216 0.76871 0.012 0.010 -0.017 0.35
H -4.98298 0.60631 -0.30617 0.024 -0.023 0.019 0.43
H -4.63193 1.12847 1.32796 -0.001 -0.014 -0.003 0.34
H -2.52087 3.21005 1.60130 -0.024 -0.031 0.008 0.35
H -3.03138 4.04468 0.13790 -0.030 0.025 0.076 0.83
H -0.24001 2.76655 0.30850 0.004 0.018 0.020 0.02
H -0.54980 4.40393 0.90843 -0.021 0.038 -0.029 0.40
H -0.78916 4.03717 -0.78795 0.006 -0.037 -0.018 0.43
H -3.31306 3.04014 -2.16602 -0.096 -0.022 0.012 0.51
H -3.84125 1.36720 -2.36152 -0.018 0.038 -0.038 0.47
H -0.96892 2.42448 -2.58396 0.005 -0.005 0.017 0.18
H -1.98337 1.82912 -3.89646 0.024 -0.011 -0.010 0.50
H -1.67439 -0.28012 -3.07551 -0.080 0.128 -0.079 0.27
C 0.89742 -5.00000 0.47196 -0.009 -0.009 -0.012 -1.64
C 0.44873 -4.33914 -0.84487 -0.068 -0.029 0.072 2.10
C 1.63521 -4.16080 -1.79761 0.037 0.074 0.004 -1.48
C -0.67002 -5.15740 -1.51322 -0.018 0.074 -0.048 -1.63
C -0.13667 -3.03946 -0.46944 -0.118 -0.128 0.199 -0.29
N -0.66459 -2.10405 -0.06232 0.410 0.067 -0.299 -0.52
H 1.25272 -6.00459 0.24525 0.016 0.002 0.001 0.42
H 0.07403 -5.07864 1.18150 -0.011 -0.038 -0.017 0.40
H 1.71062 -4.44291 0.93714 -0.005 -0.001 0.002 0.38
H 1.91180 -5.14115 -2.18383 0.029 -0.012 0.045 0.44
H 2.50182 -3.74525 -1.28026 -0.030 0.032 -0.010 0.32
H 1.37430 -3.53174 -2.64536 -0.046 -0.015 -0.051 0.30
H -0.28948 -6.15957 -1.70585 0.000 -0.002 -0.005 0.44
H -0.96674 -4.71076 -2.46182 -0.003 0.002 0.003 0.38
H -1.54435 -5.23910 -0.86745 0.008 -0.022 0.008 0.41
C 1.44153 0.53999 2.46843 0.060 0.028 0.015 -1.18
N 0.52118 1.54960 2.97397 -0.007 0.020 -0.069 0.42
C 1.12361 2.86157 3.18151 0.037 -0.005 0.015 -1.21
C -0.78152 1.29465 3.17871 0.043 -0.107 0.025 0.71
N -1.40034 0.35598 2.44105 -0.110 -0.010 -0.145 -0.37
N -1.44481 1.97296 4.13427 0.008 0.090 -0.016 0.13
C -2.90086 2.00138 4.19748 -0.011 -0.022 -0.012 -1.30
C -0.79556 2.46710 5.35341 -0.005 -0.009 0.012 -1.24
H 2.22307 0.36988 3.21213 -0.004 0.007 0.003 0.41
H 1.90157 0.88593 1.54301 -0.046 -0.030 -0.030 0.25
H 0.91932 -0.39021 2.27668 0.000 -0.016 0.034 0.27
H 1.66659 3.13279 2.27446 -0.011 -0.006 -0.005 0.28
H 1.83208 2.85620 4.01087 -0.024 0.007 0.022 0.37
H 0.36241 3.61364 3.36025 -0.021 -0.003 0.008 0.42
H -2.26633 0.06612 2.87950 0.059 -0.059 0.098 0.13
H -3.34033 1.81801 3.21978 0.016 0.034 -0.018 0.44
H -3.21933 2.98740 4.53401 0.003 -0.004 0.013 0.39
H -3.28071 1.26163 4.90666 -0.001 -0.011 -0.008 0.37
H 0.19710 2.04147 5.45676 0.009 -0.004 -0.012 0.39
H -1.39299 2.14967 6.20747 0.009 -0.022 -0.001 0.42
H -0.73411 3.55505 5.36662 0.007 0.000 -0.009 0.38
Te 4.20519 0.62093 -1.55078 0.300 0.205 0.154 0.78
C 5.98311 -0.39026 -1.37402 0.040 -0.020 0.042 0.84
C 5.97858 -1.38897 -0.38844 0.021 -0.019 -0.024 -0.69
C 7.14027 -2.08888 -0.12529 -0.040 -0.023 -0.023 -0.71
C 8.29381 -1.80768 -0.84946 0.005 0.001 0.000 -0.47
C 8.29468 -0.81461 -1.82481 -0.002 -0.017 -0.040 -0.77
C 7.14387 -0.09873 -2.09573 0.034 0.042 0.063 -0.15
C 4.59571 2.22063 -2.79820 -0.012 -0.025 -0.122 0.56
C 5.27849 2.08641 -4.00679 -0.100 -0.027 -0.043 -0.32
C 5.41823 3.19865 -4.81849 0.016 0.013 -0.003 -0.73
C 4.87012 4.41773 -4.43634 -0.010 -0.006 -0.009 -0.48
C 4.17362 4.53611 -3.24108 0.006 -0.003 0.014 -0.70
C 4.02666 3.43468 -2.41473 0.003 0.001 -0.004 -0.53
H 5.07991 -1.60088 0.18051 0.004 -0.021 -0.007 0.32
H 7.15140 -2.85193 0.64063 0.001 -0.002 -0.003 0.40
H 9.20069 -2.36245 -0.65008 0.006 0.011 0.011 0.41
H 9.20042 -0.59633 -2.37376 0.001 -0.001 0.002 0.42
H 7.16576 0.68483 -2.83733 -0.020 0.043 0.000 0.48
H 5.64714 1.12779 -4.34430 0.034 -0.017 0.020 0.60
H 5.94367 3.11150 -5.75958 -0.013 -0.008 -0.007 0.41
H 4.97017 5.27655 -5.08620 0.027 0.006 0.013 0.42
H 3.73965 5.48474 -2.95649 0.015 0.002 0.009 0.42
H 3.47492 3.52351 -1.48666 0.004 0.012 0.000 0.41
F 0.21647 0.15883 -4.78189 0.000 0.078 0.008 -0.43
Te 1.00476 -0.16644 -3.14365 -0.558 0.151 0.003 1.72
F 2.62530 -0.14721 -4.14675 0.004 -0.379 -0.004 -0.40
F 1.12619 1.73414 -3.01432 0.091 0.139 0.126 -0.49
F -0.20228 -1.76699 -3.28355 0.283 -0.108 -0.082 -0.63
F 0.17869 0.55941 -0.20842 -0.045 0.097 -0.010 -0.46
O -1.24123 0.41945 -2.55686 -0.040 -0.193 0.000 -0.21
```
Forces are in eV/Å.

Molecular weight: 1041.07 Da
Maximum force: 0.6 eV/Å
Expectation value of S²: 6.0281
ΔE to the lowest compared entry with this formula, charge and spin: 0.0 kcal/mol
Total charge: +3
Multiplicity: 5

***

The following is a DFT calculation (ωB97M-V/def2-TZVPD) of an isolated ion of composition C5H9N2S2 and charge +1 in a non-equilibrium geometry.

```
18
Properties=species:S:1:pos:R:3:forces:R:3:nbo_charge:R:1
C 2.52227 0.82743 -1.42592 0.412 -1.164 0.035 -0.09
C 1.55673 0.08896 -0.91495 -1.241 -0.504 -0.691 -0.38
C -1.05062 0.02664 -0.46324 -0.124 1.888 -0.377 0.11
C 0.35586 0.60689 -0.21008 -1.308 0.052 0.057 -0.05
C -0.59439 -0.32391 2.08435 -0.087 -1.374 3.234 -0.45
N -2.22631 0.79386 -0.22834 1.768 -1.883 1.122 -0.83
N -0.27591 -0.51672 0.70509 2.365 -1.023 -1.596 -0.41
S 3.85217 1.22826 -2.07133 0.111 0.682 -0.062 0.39
S 1.33269 -1.66119 -1.53576 -1.458 1.587 0.225 0.03
H -1.24805 -0.67497 -1.25516 0.672 -0.639 -0.002 0.23
H 0.40808 1.71492 0.09548 -0.219 -2.077 0.161 0.28
H -1.46169 -0.91811 2.51176 1.003 -0.022 -1.209 0.25
H 0.27612 -0.52684 2.87943 -1.609 0.916 -2.317 0.26
H -1.02583 0.63519 2.05800 -0.006 1.618 0.905 0.23
H -2.25435 1.75140 -0.40889 0.208 1.516 -0.332 0.40
H -3.03375 0.29301 -0.49070 -0.997 -0.202 -0.304 0.40
H 0.30231 -1.36511 0.36755 -1.252 0.948 1.090 0.46
H 2.56465 -1.97970 -1.69729 1.763 -0.319 0.061 0.16
```
Forces are in eV/Å.

Molecular weight: 161.28 Da
Structure (SMILES): C[N@H+]1[C@@H](N)[C@@H]1C(S)=C=S
Maximum force: 3.5 eV/Å
ΔE to the lowest compared entry with this formula, charge and spin: 94.2 kcal/mol
Total charge: +1
Multiplicity: 1

***

The following is a DFT calculation (ωB97M-V/def2-TZVPD) of a 2-piece molecular cluster, C3H4FN overall in a non-equilibrium geometry.

```
9
Properties=species:S:1:pos:R:3:forces:R:3:nbo_charge:R:1
C -0.99646 -0.69811 -2.00147 2.305 0.274 0.317 0.15
C -0.14472 -0.62723 0.33748 -2.380 1.162 0.802 -0.74
C 0.13556 -0.67588 -1.08416 -0.311 -0.402 -1.388 0.38
N -1.80469 -0.51269 -2.79963 -0.540 -0.201 -0.088 -0.26
F 1.33014 -1.23706 -1.46386 -1.598 0.431 0.142 -0.31
H -0.33515 0.38649 0.68292 -0.304 0.774 -0.579 0.26
H 0.72956 -0.73785 0.90923 0.974 -1.531 0.927 0.26
H -1.16736 -1.06980 0.63403 2.011 -0.264 -0.251 0.25
H 1.07020 1.57606 -1.84811 -0.157 -0.244 0.118 0.00
```
Forces are in eV/Å.

Molecular weight: 73.07 Da
Maximum force: 2.8 eV/Å
ΔE to the lowest compared entry with this formula, charge and spin: 102.6 kcal/mol
Multiplicity: 1

***

The following is a DFT calculation (ωB97M-V/def2-TZVPD) of C4H7NO2 as an isolated structure in a non-equilibrium geometry.

```
14
Properties=species:S:1:pos:R:3:forces:R:3:nbo_charge:R:1
O 1.88270 1.46019 0.34418 0.172 0.466 -0.125 -0.65
N 1.76208 0.39546 -0.62847 0.081 -1.033 0.410 -0.24
C 0.58392 -0.08397 -0.40892 1.301 -0.563 0.455 0.08
C -0.20575 -1.38023 -0.65477 0.277 -0.278 -0.275 -0.40
C -1.35334 -0.84972 0.25425 0.035 0.253 -0.362 -0.43
C -0.57181 0.46371 0.28073 0.152 0.239 -0.815 0.19
O -0.66798 1.36571 1.28568 0.178 0.213 -0.442 -0.67
H 2.58047 2.02411 -0.00303 0.017 -0.114 -0.081 0.48
H 0.37078 -2.17615 -0.18585 -0.189 -0.162 -0.110 0.24
H -0.49936 -1.66207 -1.66436 0.281 0.106 -0.013 0.23
H -1.39913 -1.38927 1.21841 0.290 0.579 -0.314 0.23
H -2.37308 -0.80771 -0.13730 0.253 -0.038 -0.140 0.22
H -0.31216 0.83842 -1.01289 -2.728 0.316 1.725 0.23
H 0.20266 1.80152 1.31234 -0.120 0.018 0.087 0.51
```
Forces are in eV/Å.

Molecular weight: 101.10 Da
Maximum force: 3.2 eV/Å
ΔE to the lowest compared entry with this formula, charge and spin: 128.1 kcal/mol
Multiplicity: 1

***

What is the molecular weight in the third record?
73.07 Da